{"formula": "C12H32F2O4Zn", "method": "ωB97M-V with the def2-TZVPD basis set", "species": ["Zn", "F", "F", "C", "C", "C", "O", "H", "H", "H", "H", "H", "H", "H", "H", "C", "C", "C", "O", "H", "H", "H", "H", "H", "H", "H", "H", "C", "C", "C", "O", "H", "H", "H", "H", "H", "H", "H", "H", "C", "C", "C", "O", "H", "H", "H", "H", "H", "H", "H", "H"], "xyz": [[-19.7039, 20.3071, 5.2162], [-19.2901, 18.5740, 6.1133], [-21.1561, 19.8185, 3.8388], [-16.2815, 18.7357, 4.6339], [-16.7981, 19.8981, 3.7479], [-16.3319, 19.7600, 2.3296], [-18.1920, 19.8136, 3.7920], [-16.7929, 17.7766, 4.5524], [-16.5041, 19.0538, 5.6524], [-15.2023, 18.6012, 4.5596], [-16.6048, 20.9056, 4.1163], [-16.5011, 18.7667, 1.9138], [-15.2779, 20.0187, 2.4304], [-16.8363, 20.5144, 1.7258], [-18.4281, 19.3828, 2.9673], [-23.2349, 20.2712, 7.3342], [-22.4379, 21.3801, 6.6846], [-22.6317, 22.6725, 7.4599], [-21.0297, 21.0504, 6.7958], [-23.0830, 20.1078, 8.4012], [-22.9758, 19.3177, 6.8739], [-24.3122, 20.3740, 7.2038], [-22.6857, 21.5733, 5.6409], [-22.2104, 22.7090, 8.4645], [-23.6971, 22.8968, 7.5133], [-22.2052, 23.4862, 6.8732], [-20.8535, 21.1242, 7.7366], [-18.5369, 23.6852, 2.8068], [-19.0058, 23.4955, 4.2610], [-19.9161, 24.6178, 4.6527], [-19.6602, 22.2640, 4.3244], [-19.3626, 23.9919, 2.1647], [-18.0851, 22.7875, 2.3848], [-17.8492, 24.5302, 2.7748], [-18.1031, 23.4996, 4.8719], [-19.4500, 25.5968, 4.5409], [-20.1748, 24.6037, 5.7115], [-20.7961, 24.7202, 4.0177], [-20.3673, 22.3203, 3.6775], [-17.6225, 21.8397, 8.8008], [-17.3597, 22.0660, 7.2855], [-15.8712, 21.8306, 6.9455], [-18.1342, 21.1157, 6.5893], [-17.5429, 20.7800, 9.0430], [-18.6205, 22.1881, 9.0667], [-16.9475, 22.4274, 9.4230], [-17.6943, 23.0498, 6.9565], [-15.6965, 22.1624, 5.9220], [-15.6725, 20.7604, 6.8888], [-15.1574, 22.3522, 7.5830], [-17.8207, 20.2748, 6.9304]], "atomic_forces_ev_per_a": [[-0.0467, 0.2920, 0.0802], [-0.4928, 0.7039, -0.5419], [0.9409, 0.0787, 1.0417], [0.3278, 1.3161, 0.8211], [0.7495, -1.5011, 0.4388], [0.3105, 0.8538, 0.3491], [-2.1276, 0.0018, -0.3655], [-0.0988, 0.2028, -0.7171], [0.2403, -0.1996, 0.2613], [-0.0292, -0.0259, -0.0530], [0.6774, -0.1979, 0.2783], [0.1968, -0.0312, 0.0803], [0.1726, -0.3030, -0.8129], [0.1607, 0.0032, -0.2658], [-0.7914, -0.1931, 0.0404], [-0.4602, -1.1469, -0.7329], [-0.2636, 0.4211, 1.8357], [-0.4401, 0.8044, -0.9977], [0.1067, -0.1540, -1.0272], [0.3620, 0.5537, 0.1031], [0.0055, -0.0798, -0.1516], [0.0180, 0.2848, -0.1193], [0.1683, -0.4726, -0.0113], [0.0103, -0.3684, 0.0268], [-0.0396, -0.0497, 0.2192], [0.2034, 0.1664, 0.1756], [0.5566, -0.2146, 0.0969], [0.0046, 0.5607, 0.2365], [1.1849, 1.4326, -1.6047], [-0.0687, 1.1416, 0.6607], [-0.8812, -1.5466, 0.6627], [-0.2465, -0.1903, -0.0240], [0.1387, 0.0629, 0.1608], [0.2453, -0.1612, -0.1043], [-0.2418, -0.4706, 0.3101], [0.4743, -0.0775, -0.1631], [-0.3459, -0.3481, -0.0321], [-0.2241, -0.4925, 0.0800], [-0.3521, -0.2823, -0.2089], [-0.1660, 0.8692, -0.6335], [1.2402, 0.2564, 1.7278], [-0.6102, 0.3228, -0.8219], [-0.6961, -0.8382, -0.9256], [0.1673, -0.0081, 0.0614], [-0.1626, -0.1662, -0.0678], [0.1864, -0.1837, -0.0836], [0.0215, -0.0334, 0.1478], [0.0853, 0.2149, -0.0867], [0.1496, -0.0756, 0.5359], [-0.2218, -0.1612, 0.1384], [-0.0982, -0.5704, -0.0186]], "nbo_charge": [1.794, -0.466, -0.468, -0.631, 0.098, -0.647, -0.799, 0.238, 0.190, 0.225, 0.181, 0.224, 0.240, 0.214, 0.508, -0.651, 0.090, -0.638, -0.806, 0.219, 0.228, 0.235, 0.201, 0.211, 0.234, 0.213, 0.501, -0.635, 0.087, -0.649, -0.789, 0.212, 0.216, 0.230, 0.187, 0.238, 0.221, 0.218, 0.500, -0.634, 0.101, -0.639, -0.797, 0.210, 0.211, 0.234, 0.188, 0.210, 0.209, 0.239, 0.494], "total_charge": 1, "spin_multiplicity": 2, "s2": 0.769, "e_homo_ev": [-14.048, -14.019], "gap_ev": [11.844, 4.928]}